Entry i
C3H6N4O | ωB97M-V/def2-TZVPD

Results
* SMILES: [H]/N=c1/cnon1NC
* E_LUMO: 0.50 eV
* Kohn-Sham gap: 9.8814 eV

Each line ends with the natural charge from an NBO analysis.
Geometry (Å):
C -2.6153 -0.0946 -0.1514  -0.417
C 1.8837 -0.4098 -0.0377  -0.074
C 0.9584 0.7185 -0.0795  0.340
H -2.5994 -0.0952 -1.2511  0.214
H -2.6084 -1.1386 0.1641  0.192
H -3.4459 0.4410 0.2254  0.205
H -1.3016 0.5247 1.3701  0.346
H 2.9299 -0.3600 -0.0032  0.224
H 0.4543 2.5539 0.1019  0.359
N -1.3979 0.5860 0.3114  -0.439
N -0.3038 0.0737 -0.3238  -0.040
N 1.2686 -1.5286 0.0843  -0.029
N 1.2422 1.9273 -0.0171  -0.644
O -0.0567 -1.3274 0.0776  -0.238

---

Entry ii
C3H6N4O | ωB97M-V/def2-TZVPD

Results
* E_LUMO: -0.07 eV
* Kohn-Sham gap: 8.2807 eV

Each line ends with the natural charge from an NBO analysis.
Geometry (Å):
C 0.5427 -1.4891 -0.0671  0.117
C -0.9221 -1.5896 0.1130  -0.432
C -1.6137 -0.4203 -0.0120  0.557
H 2.1533 0.6425 -1.1192  0.343
H 2.2953 0.9634 0.6473  0.377
H 1.4764 -2.2036 -0.2983  0.272
H -1.4742 -2.5287 0.2296  0.227
H 0.1424 2.2336 -0.3474  0.369
H -1.2339 2.0541 1.2264  0.384
N 1.9624 0.2156 -0.0285  -0.675
N 0.6219 -0.1961 0.1722  -0.143
N -0.5440 0.4605 -0.4153  -0.131
N -0.6817 1.8487 0.0369  -0.687
O -2.7248 0.0090 -0.1375  -0.577

---

Entry iii
C3H6N4O | ωB97M-V/def2-TZVPD

Results
* SMILES: C=NN(C=O)/C=N/N
* E_LUMO: 0.37 eV
* Kohn-Sham gap: 9.0550 eV

Each line ends with the natural charge from an NBO analysis.
Geometry (Å):
C -0.3860 -0.6300 0.1476  0.176
C 1.9650 -0.3455 -0.0580  0.537
C -0.5253 2.2073 -0.1528  -0.119
H -3.3126 -0.9290 0.8712  0.366
H -2.5672 -2.2567 -0.4387  0.348
H -0.0881 -1.6325 0.0062  0.197
H 2.7227 0.4226 -0.3542  0.143
H -1.4751 1.7737 -0.1305  0.222
H -0.5387 3.3530 -0.2130  0.184
N -2.6671 -1.1016 -0.1936  -0.654
N -1.6331 -0.2167 0.0838  -0.304
N 0.6829 0.2568 0.1622  -0.309
N 0.7405 1.6333 0.0971  -0.225
O 2.3844 -1.5155 -0.0511  -0.561

---

Relative energies, kcal/mol: entry i 0.0; entry ii 61.8; entry iii 23.7.

---

Entry i
C4H6N2 | ωB97M-V/def2-TZVPD

Results
* E_LUMO: 0.61 eV
* Kohn-Sham gap: 9.4202 eV

Each line ends with the natural charge from an NBO analysis.
Geometry (Å):
N 2.6175 0.3668 -1.0583  -0.291
C 1.6699 0.1685 -0.4245  0.257
C 0.4644 -0.1566 0.3590  -0.167
C -0.4203 1.0580 0.6042  -0.612
C -1.3510 -1.2486 -1.0621  -0.049
N -0.2482 -1.2580 -0.3528  -0.552
H 0.8091 -0.5490 1.3226  0.239
H -1.1644 0.8169 1.3683  0.228
H 0.1769 1.9089 0.9429  0.238
H -1.7583 -0.2187 -0.9935  0.090
H -0.9398 1.3362 -0.3153  0.227
H 0.2581 -2.1388 -0.2950  0.392

---

Entry ii
C4H6N2 | ωB97M-V/def2-TZVPD

Results
* SMILES: [H]/N=C/NCC#C
* E_LUMO: 0.94 eV
* Kohn-Sham gap: 10.0153 eV

Each line ends with the natural charge from an NBO analysis.
Geometry (Å):
C -0.1181 1.3277 0.3117  0.283
C 0.6855 -0.8679 0.5778  -0.290
C -0.3773 -1.4011 -0.3786  -0.044
C -1.1156 -2.0139 -1.1442  -0.254
H -0.7997 3.1411 -0.4266  0.360
H -1.0028 0.9541 0.9719  0.165
H 1.7232 0.7270 -0.3077  0.411
H 1.6441 -1.5582 0.5010  0.244
H 0.3812 -1.0995 1.6347  0.222
H -2.0283 -2.1434 -1.7760  0.253
N 0.0545 2.4450 -0.2748  -0.725
N 0.9534 0.4892 0.3108  -0.626

---

Entry iii
C4H6N2 | ωB97M-V/def2-TZVPD

Results
* SMILES: N=C=CN1CC1
* E_LUMO: 0.92 eV
* Kohn-Sham gap: 9.1644 eV

Each line ends with the natural charge from an NBO analysis.
Geometry (Å):
N 2.7501 0.8843 -0.2036  -0.574
C 1.7056 0.2368 -0.3497  0.310
C 0.7589 -0.6603 -0.2634  -0.260
N -0.3691 -0.4852 0.5714  -0.393
C -1.6302 -0.4354 -0.1483  -0.253
C -1.0532 0.7919 0.4499  -0.256
H 0.9147 -1.6318 -0.7151  0.232
H 3.0288 0.0663 0.4103  0.383
H -2.4495 -0.9557 0.3363  0.204
H -1.5749 -0.5337 -1.2314  0.197
H -0.6272 1.5298 -0.2316  0.201
H -1.4541 1.1930 1.3752  0.208

---

Entry iv
C4H6N2 | ωB97M-V/def2-TZVPD

Results
* SMILES: Cc1c[nH]cn1
* E_LUMO: 0.95 eV
* Kohn-Sham gap: 9.5804 eV

Each line ends with the natural charge from an NBO analysis.
Geometry (Å):
C -0.3453 -1.2740 1.7038  -0.632
C -0.0965 -0.3660 0.5425  0.098
C 1.0307 0.3294 0.2251  -0.131
N 0.7758 0.9287 -0.9892  -0.524
C -0.4892 0.6071 -1.3250  0.169
N -1.0437 -0.1821 -0.4451  -0.465
H -0.5948 -2.2758 1.3351  0.224
H 0.5078 -1.2577 2.3672  0.213
H -1.2317 -0.9746 2.2512  0.222
H 1.9977 0.3774 0.6932  0.214
H 1.3622 1.6324 -1.4041  0.415
H -1.0178 0.9444 -2.2088  0.197

---

Relative energies, kcal/mol: entry i 67.0; entry ii 76.7; entry iii 89.7; entry iv 0.0.

---

Entry i
C4H6N2 | ωB97M-V/def2-TZVPD

Results
* E_LUMO: 0.66 eV
* Kohn-Sham gap: 10.8803 eV

Each line ends with the natural charge from an NBO analysis.
Geometry (Å):
C 3.4297 -0.0149 -0.2697  0.217
C 1.6199 -0.3558 0.2041  0.000
C 0.5255 0.3880 -0.3353  -0.096
C -0.8998 -0.0287 -0.5624  -0.633
N 4.4997 0.0463 -0.5768  -0.407
N 1.0351 0.6993 0.9448  -0.588
H 1.5333 -1.4488 0.5019  0.238
H 0.6743 1.2847 -1.0442  0.207
H -1.5068 -0.0123 0.3782  0.220
H -0.9813 -0.9835 -1.0838  0.227
H -1.3487 0.7139 -1.2592  0.228
H 0.6006 0.5296 1.8822  0.388

---

Entry ii
C4H6N2 | ωB97M-V/def2-TZVPD

Results
* SMILES: N#C[C@H]1CCN1
* E_LUMO: 0.92 eV
* Kohn-Sham gap: 10.5507 eV

Each line ends with the natural charge from an NBO analysis.
Geometry (Å):
N -2.3274 1.5495 1.1472  -0.315
C -1.3996 0.8731 1.0012  0.263
C -0.2252 0.0072 0.8303  -0.154
C -0.2661 -0.9162 -0.4152  -0.400
C 0.9848 -0.1602 -0.9084  -0.216
N 1.0062 0.6484 0.3296  -0.595
H -0.0581 -0.5111 1.7812  0.226
H -0.1297 -1.9760 -0.1938  0.218
H -1.1542 -0.7868 -1.0367  0.223
H 0.8360 0.4043 -1.8357  0.188
H 1.8867 -0.7722 -1.0131  0.189
H 0.9406 1.6511 0.1957  0.371

---

Relative energies, kcal/mol: entry i 51.8; entry ii 0.0.

---

Entry i
C4H5IN2O | ωB97M-V/def2-TZVPD

Results
* E_LUMO: 0.05 eV
* Kohn-Sham gap: 8.8332 eV

Each line ends with the natural charge from an NBO analysis.
Geometry (Å):
C 0.6922 -0.5890 -0.6936  -0.427
C 0.1965 0.6371 0.0197  -0.460
C 1.0562 -1.6694 -0.0732  0.448
C -1.3094 0.7229 0.0802  0.555
N 1.5690 -2.6049 0.5004  -0.630
N -1.9849 -0.3242 -0.1072  -0.656
O -1.7436 1.9552 0.3544  -0.671
I -4.0208 -0.2877 -0.0099  0.240
H 0.6848 -0.5791 -1.7725  0.247
H 0.5554 1.5430 -0.4739  0.238
H 0.5611 0.6484 1.0500  0.241
H 1.0328 -3.4145 0.7858  0.383
H -2.7158 1.9675 0.4160  0.493

---

Entry ii
C4H5IN2O | ωB97M-V/def2-TZVPD

Results
* E_LUMO (alpha / beta): -0.75 / -0.77 eV
* Kohn-Sham gap (alpha / beta): 7.6093 / 7.4929 eV

Each line ends with the natural charge from an NBO analysis.
Geometry (Å):
C -0.1405 0.9355 0.9133  0.067
C 0.8369 1.7245 -0.7610  0.342
C 0.6135 -0.0945 0.2713  -0.044
C 0.6484 -1.4437 0.4972  -0.236
N 1.2515 0.5171 -0.7495  -0.450
N -1.6905 -1.6928 -0.5845  -0.966
O -0.0018 2.1033 0.2101  -0.426
I -2.4661 0.0482 -0.0328  0.496
H -0.3800 0.8221 1.9742  0.237
H 1.1144 2.4805 -1.4842  0.199
H 1.4309 -1.9884 -0.0630  0.227
H 0.2449 -1.9020 1.4108  0.220
H -1.4617 -1.5098 -1.6019  0.333

---

Entry iii
C4H5IN2O | ωB97M-V/def2-TZVPD

Results
* E_LUMO: -0.21 eV
* Kohn-Sham gap: 7.7781 eV

Each line ends with the natural charge from an NBO analysis.
Geometry (Å):
C -0.0407 -1.3646 -0.5325  -0.442
C -0.5034 -0.2883 -1.1362  -0.046
C 0.6696 -1.2400 0.6579  0.611
C 0.0947 1.0875 -0.6437  0.180
N 1.1657 -1.7339 1.6192  -0.591
N 0.5845 0.9894 0.6615  -0.785
O -0.7301 2.1899 -0.8632  -0.730
I -0.7232 1.1904 2.1805  0.203
H -0.3271 -2.3315 -0.9136  0.255
H -1.2025 -0.5299 -1.9576  0.224
H 0.8974 0.9885 -1.3813  0.200
H 1.4721 -1.3795 2.4945  0.431
H -1.3571 2.4220 -0.1857  0.489

---

Relative energies, kcal/mol: entry i 0.0; entry ii 61.9; entry iii 59.7.

---

Entry i
H4N3P | ωB97M-V/def2-TZVPD

Results
* SMILES: N1=NN1.P
* E_LUMO: 0.05 eV
* Kohn-Sham gap: 10.1759 eV

Each line ends with the natural charge from an NBO analysis.
Geometry (Å):
N -0.9256 -0.0608 2.0520  -0.418
N 0.1319 0.2868 1.1053  0.047
N -0.8678 0.9695 1.0514  0.048
P 0.5003 -0.3810 -1.9332  0.036
H -1.5158 -0.8487 1.7128  0.317
H 0.3753 -0.8674 -0.6772  -0.023
H 0.4600 0.9668 -1.5813  -0.006
H 1.8417 -0.0653 -1.7298  -0.001

---

Entry ii
H4N3P | ωB97M-V/def2-TZVPD

Results
* E_LUMO: -0.25 eV
* Kohn-Sham gap: 8.4625 eV

Each line ends with the natural charge from an NBO analysis.
Geometry (Å):
N 1.3070 0.5075 0.5070  -0.311
N 1.3178 -0.6480 -0.2544  -0.160
N 0.2747 0.3363 -0.4040  -0.468
P -1.3425 0.2046 0.0757  0.455
H 1.0557 0.5152 1.4944  0.337
H 0.8383 -2.1101 0.2383  0.170
H -1.8508 -0.3789 -1.1791  -0.013
H -1.6002 1.5733 -0.4780  -0.009

---

Relative energies, kcal/mol: entry i 0.0; entry ii 56.0.